Entry 1:
Entry from OMol25: a cluster of 11 separate species, C23H50Cl4N4O23 in total in a non-equilibrium geometry (ωB97M-V with the def2-TZVPD basis set).

Computed properties:
SMILES: C[N+](=O)[O-].C[N+](=O)[O-].C[N+](=O)[O-].C[N+](=O)[O-].COC(=O)OC.COC(=O)OC.COC(=O)OC.COC(=O)OC.COC(=O)OC.ClCCCl.ClCCCl
E_tot, eV: -127794.3692
Frontier orbital gap, eV: 10.42
Net charge: 0
Multiplicity: 1
Lowest unoccupied orbital energy, eV: -0.13

Each line ends with the Mulliken charge.
CARTESIAN COORDINATES (ANGSTROEM)
Cl 0.7531 3.5212 -0.0595  0.018
Cl 3.5654 5.6004 0.2373  -0.217
Cl -3.9800 -3.3577 -1.5025  -0.203
Cl -6.6646 -1.5995 -2.2506  -0.173
O 1.9796 1.4106 -2.5486  -0.453
O 1.2339 -0.2214 0.1855  -0.562
O 3.3139 -0.8071 5.0509  -0.410
O 0.6717 -2.8836 -3.4085  -0.288
O 0.0468 0.4816 1.8248  -0.194
O -4.5962 0.9423 -3.7824  -0.408
O -3.2114 3.3478 -0.7359  -0.534
O 1.1507 -3.6983 -5.3352  -0.368
O 2.2855 1.8064 -4.6471  -0.545
O 4.9987 -2.0957 4.6883  -0.378
O 1.2179 -1.4616 -5.0746  -0.543
O -1.7373 -3.0662 2.8942  -0.458
O 0.5537 3.4786 3.4350  -0.404
O -3.0112 0.1219 -4.9547  -0.410
O -0.6275 2.7197 5.2000  -0.408
O -1.9845 4.2734 -2.2502  -0.531
O 3.5609 -2.9994 -0.8445  -0.624
O -2.6048 0.5844 -2.7871  -0.031
O 3.9444 -1.1726 2.9177  -0.539
O 4.1707 -4.5059 0.5673  -0.632
O -1.1628 -2.8125 0.7022  -0.335
O 1.2782 3.6590 5.5663  -0.368
O -1.2227 -4.7963 1.7461  -0.423
N -2.5605 4.2664 -1.1803  0.957
N 0.2205 0.2566 0.6360  1.251
N 1.7250 1.9909 -3.5932  0.969
N 3.4528 -3.5956 0.2011  1.085
C 1.5355 -3.5253 -6.6943  -0.655
C -0.8834 0.5824 -0.3066  -0.993
C -3.3246 0.5471 -3.7511  0.577
C -1.8360 -1.6500 3.0577  0.236
C 2.1594 -0.1316 4.5907  -0.363
C 0.8560 -1.8683 -2.4128  0.310
C -0.7714 -5.4618 0.5870  -0.704
C 5.8473 -2.8501 3.8079  -0.464
C 1.0413 -2.5729 -4.6385  0.692
C 3.1581 4.1021 1.0956  -0.129
C -1.6608 -0.3746 -5.1152  -0.338
C 0.4289 3.2905 4.6128  0.791
C 2.3104 -3.2086 1.0690  -0.134
C 0.7034 3.0509 -3.5338  -0.817
C 4.0689 -1.3626 4.0973  0.778
C -6.0449 -1.8250 -0.6083  -0.564
C -1.3891 1.8526 4.3414  -0.222
C -1.3656 -3.4670 1.6772  0.740
C 2.4171 4.3903 5.1137  -0.670
C -5.1450 1.4609 -2.5966  -0.212
C 2.4807 3.1005 0.1869  -0.249
C -2.3564 5.4664 -0.3241  -0.681
C -4.5427 -1.9228 -0.6175  0.783
H 2.3165 -2.1295 1.1715  -0.168
H -2.4797 -1.4468 3.9095  0.364
H 5.3497 -3.0412 2.8615  0.169
H 3.1373 3.7009 4.6789  0.261
H -6.2147 1.5617 -2.7400  0.259
H -1.5495 -0.2662 -0.4084  0.316
H -0.8464 -1.2354 3.2272  -0.411
H 2.1270 5.1578 4.3977  0.303
H -1.4091 5.2722 0.1680  0.216
H -0.7990 0.9708 4.1213  -0.027
H 2.4622 -2.9579 -6.7568  0.303
H -4.1334 -1.9755 0.3932  -0.026
H 2.5289 4.3114 1.9577  -0.077
H 0.3526 3.2071 -4.5549  0.382
H 1.7418 -4.5211 -7.0814  0.240
H 1.1400 3.9815 -3.1871  0.333
H 4.0726 3.6371 1.4660  0.411
H -1.6882 2.3831 3.4360  0.239
H 1.7714 0.4069 5.4536  0.315
H 2.9103 3.1011 -0.8085  0.381
H -0.3637 0.7977 -1.2375  -0.077
H 1.8582 -1.9781 -1.9973  0.191
H 0.7325 -0.8787 -2.8436  -0.030
H -4.7227 2.3977 -2.2312  0.073
H 0.2869 -5.7282 0.6637  0.291
H 2.5312 2.1017 0.6141  -0.172
H -6.4584 -2.7202 -0.1452  0.434
H 0.7241 -3.0788 -7.2640  0.272
H 2.4054 -3.7112 2.0249  0.305
H 2.8279 4.8930 5.9836  0.274
H -1.3474 -6.3753 0.4777  0.300
H -2.3241 1.6340 4.8527  0.289
H -4.9740 0.7573 -1.7736  -0.072
H 6.0722 -3.7946 4.2944  0.242
H -6.3822 -0.9890 0.0037  0.363
H -1.5185 -0.5112 -6.1794  0.257
H -4.0520 -1.0647 -1.0761  -0.640
H 1.4518 -3.6027 0.5288  0.130
H 0.1541 -2.0255 -1.5990  -0.109
H -1.5931 -1.3252 -4.5904  0.255
H -0.1731 2.7944 -2.9501  0.176
H 2.4507 0.6461 3.8774  0.217
H 6.7714 -2.2972 3.6499  0.268
H -2.3262 6.3391 -0.9650  0.280
H -0.8649 -4.8319 -0.2993  0.316
H -0.9514 0.3468 -4.7215  0.069
H 1.4178 -0.7681 4.1155  0.111
H -2.2976 -1.1922 2.1832  0.044
H -1.3850 1.4933 -0.0049  0.331
H -3.1874 5.5426 0.3673  0.277



Entry 2:
Entry from OMol25: a structure of composition C23H50N3O6PS2SiW (ωB97M-V with the def2-TZVPD basis set).

Computed properties:
Energy above the lowest of the compared OMol25 structures with the same formula, charge and spin, eV: 0.000
E_tot, eV: -82084.9565
Frontier orbital gap (alpha / beta), eV: 7.53 / 7.67
Expectation value of S²: 0.7540
Net charge: +1
Multiplicity: 2
Lowest unoccupied orbital energy (alpha / beta), eV: -2.07 / -1.92

Each line ends with the Mulliken spin population.
CARTESIAN COORDINATES (ANGSTROEM)
W 0.8729 -0.3374 1.1046  0.880
S -0.9440 1.0729 0.3223  0.022
S 1.8906 1.7310 1.5706  -0.022
P 0.1336 2.6327 0.9838  0.005
Si 2.1796 -2.3553 -1.0117  -0.012
O -0.6050 3.3170 2.1908  0.000
O 1.4305 -3.7837 -1.0553  -0.002
O 3.0312 -1.9663 -2.3229  0.001
O 1.1202 -1.1478 -0.6164  0.088
O 0.3428 3.8333 -0.0186  -0.004
O 3.1545 -2.5909 0.2968  0.009
N -0.1019 -1.3251 2.6244  0.030
N -0.2478 -2.9958 4.2835  0.002
N 1.1393 -3.2843 2.4673  -0.001
C 1.3318 -1.2722 -3.9254  -0.004
C -1.2902 -0.7323 3.2664  0.002
C 1.6668 -4.5460 2.9617  0.000
C 0.0273 -4.3482 4.7814  0.000
C 3.0051 0.3502 -3.0233  0.002
C -0.9181 -3.3864 -1.5753  0.004
C 2.7662 -1.0935 -3.4499  0.001
C 5.4129 -2.7784 1.0326  0.002
C -0.1202 -5.4246 -0.3697  0.000
C 4.6280 -0.6413 0.0218  -0.007
C -1.0961 -0.7334 4.7678  -0.004
C 0.5505 -5.2621 3.6942  0.000
C 0.2026 -4.4097 -1.4587  0.001
C 0.0294 4.4062 2.9306  0.001
C 3.7516 -1.5115 -4.5270  0.000
C 1.0720 4.9357 -2.0169  0.000
C 3.7349 -1.3817 2.2530  -0.001
C -1.0146 -2.1731 5.2251  0.002
C 1.0123 3.6148 -1.2957  0.001
C 4.2302 -1.8330 0.8805  0.003
C 0.4496 -5.1130 -2.7848  0.000
C 0.2703 -2.5245 3.1407  -0.010
C 0.0569 4.0439 4.3928  0.000
H -0.2451 -5.5094 2.9887  0.000
H 1.1469 -2.3133 -4.1907  0.000
H -0.6898 -2.6327 -2.3281  0.001
H 0.6702 3.1577 4.5572  0.000
H 1.0331 4.5763 2.5370  0.000
H 1.5755 4.8007 -2.9743  0.000
H -0.2832 -4.9122 0.5817  0.000
H -1.0236 -5.9821 -0.6191  0.000
H 1.6283 5.6705 -1.4365  0.000
H -0.9508 3.8516 4.7591  0.000
H 1.4886 -2.9645 1.5729  0.005
H 4.7742 -1.4124 -4.1621  0.000
H 0.6280 -0.9654 -3.1499  0.004
H -0.1778 -0.1944 5.0109  0.000
H 0.7033 -4.3935 -3.5626  0.000
H 0.7478 -4.2738 5.6019  0.000
H 5.1132 -3.6725 1.5803  0.000
H 4.0341 0.4883 -2.6920  0.000
H 0.4811 4.8685 4.9661  0.000
H 0.9064 -6.1900 4.1392  0.000
H 2.0084 3.2162 -1.0934  -0.001
H 1.1503 -0.6614 -4.8105  0.000
H 4.9548 -0.9787 -0.9599  0.000
H -0.5714 5.2911 2.7319  0.000
H -1.4175 0.2743 2.8801  -0.008
H 3.8034 0.0624 -0.1120  0.003
H -2.1837 -1.3046 2.9932  0.002
H 2.8227 1.0198 -3.8653  0.000
H 6.2259 -2.2920 1.5733  -0.001
H 5.7800 -3.0816 0.0523  0.000
H 2.5219 -4.3747 3.6236  0.000
H 4.3184 -0.5397 2.6273  0.002
H -0.9045 -4.7318 5.2001  0.000
H 2.6835 -1.0435 2.2187  0.002
H 3.7812 -2.1931 2.9808  0.000
H 0.0704 5.3196 -2.2041  0.000
H 3.5866 -2.5512 -4.8094  0.000
H 3.6344 -0.8857 -5.4122  0.000
H -1.8427 -3.8887 -1.8625  0.000
H -2.0138 -2.6087 5.3072  0.000
H 5.4492 -0.1076 0.5016  0.000
H -0.4416 -5.6572 -3.0995  0.000
H 0.4391 2.8705 -1.8505  -0.002
H 0.7047 -6.1287 -0.2557  0.000
H 2.0158 -5.1084 2.0980  0.000
H -0.5379 -2.2578 6.2045  0.000
H -1.0805 -2.8755 -0.6244  0.002
H 2.3300 0.6211 -2.2089  0.000
H 1.2744 -5.8188 -2.6872  0.000
H -1.9222 -0.2353 5.2741  0.000



Number 1: molecular weight 892.47 g mol⁻¹. Number 2: molecular weight 771.70 g mol⁻¹.